Entry 1:
33
Properties=species:S:1:pos:R:3:nbo_charge:R:1 method="wB97M-V/def2-TZVPD" homo_energy_ev="-8.61 / -7.89" largest_force_ev_per_a=3.52 relative_energy_kcal_mol=90.1
C -1.2442 0.2804 2.5636 -0.63
C -1.1710 -2.2860 2.6379 -0.61
C -2.2207 1.2985 -1.2514 -0.62
C -1.0062 -0.6056 -2.1945 -0.62
C 3.0183 0.3734 0.3038 -0.61
C 2.5630 1.1200 -2.0591 -0.64
C -1.1612 -0.9629 1.7016 -0.08
C -0.8173 0.8518 -1.6850 -0.56
C 1.9123 0.4423 -0.7982 -0.60
N -0.1097 -1.1557 0.7920 -0.70
P 0.3445 1.2408 -0.2477 0.84
H -1.9013 0.3807 3.4169 0.22
H -0.1981 0.5034 2.9894 0.19
H -1.4073 1.1622 1.9381 0.22
H -1.0526 -3.1081 1.9190 0.22
H -2.2134 -2.2715 3.1287 0.21
H -0.2783 -2.1669 3.2980 0.20
H -2.2971 2.3282 -0.8722 0.21
H -3.0315 1.2631 -2.1089 0.21
H -2.7200 0.5814 -0.5757 0.21
H -0.8119 -1.2612 -1.3997 0.25
H -0.4724 -0.6745 -3.1281 0.21
H -2.1294 -0.6307 -2.4147 0.20
H 3.0945 1.2873 0.9770 0.21
H 3.0196 -0.5547 0.8463 0.21
H 3.9942 0.3733 -0.3374 0.21
H 2.8475 2.2369 -2.0277 0.22
H 1.8723 0.8567 -2.9099 0.22
H 3.6533 0.8381 -2.2122 0.22
H -2.1505 -1.0070 1.2389 0.17
H -0.6796 1.5501 -2.4761 0.22
H 1.6896 -0.6608 -0.9157 0.24
H 0.8347 -1.2596 1.1729 0.34

=====

Entry 2:
11
Properties=species:S:1:pos:R:3:nbo_charge:R:1 method="wB97M-V/def2-TZVPD" homo_energy_ev=-9.71 largest_force_ev_per_a=0.99 relative_energy_kcal_mol=19.3
C -0.2294 0.8954 1.0523 -0.42
N 0.2477 -0.4451 0.7405 -0.60
C -0.2391 -0.9137 -0.5381 -0.32
C 0.4829 -0.3440 -1.7035 0.25
N 1.0946 0.1035 -2.5766 -0.32
H -0.2525 1.5715 0.1807 0.18
H 0.3965 1.3554 1.8217 0.21
H -1.2417 0.7891 1.4538 0.19
H 1.2575 -0.5032 0.7869 0.37
H -0.1887 -2.0052 -0.6046 0.24
H -1.2950 -0.6341 -0.6231 0.23

=====

Entry 3:
103
Properties=species:S:1:pos:R:3:mulliken_charge:R:1 method="wB97M-V/def2-TZVPD" homo_energy_ev="-9.73 / -9.71" charge=+1 largest_force_ev_per_a=4.50 relative_energy_kcal_mol=43.9
W 1.5372 -0.6545 2.5212 -0.19
Se 3.4527 -2.0229 2.7081 -0.21
Te 1.4020 -0.5617 5.2541 -0.01
Te 2.8799 1.2878 4.0382 -0.03
Se 1.0502 1.5459 1.6072 -0.21
C -1.5211 -0.5601 -0.3178 -0.60
C -0.8432 -1.3832 -1.3700 -0.35
C -1.2101 -1.1917 -2.6941 -0.18
C -0.6155 -1.9025 -3.7197 -0.80
C 0.3469 -2.8512 -3.4259 -1.08
C 0.7167 -3.0736 -2.1130 -0.61
C 0.1439 -2.3386 -1.0781 0.52
P 0.6963 -2.5767 0.6572 1.27
C 1.9269 -3.9333 0.4757 0.51
C 3.0648 -3.5101 -0.2275 -0.32
C 4.1580 -4.3267 -0.4091 -0.99
C 4.1438 -5.5899 0.1560 -1.04
C 3.0189 -6.0273 0.8246 -1.08
C 1.8805 -5.2380 0.9828 0.48
C 0.6928 -5.8810 1.6373 -0.91
C -0.8324 -3.2749 1.3448 1.05
C -1.9036 -3.6990 0.5745 -0.59
C -3.1086 -4.0254 1.1772 -0.77
C -3.2503 -3.8909 2.5573 -1.02
C -2.1878 -3.4964 3.3371 -0.64
C -0.9280 -3.2315 2.7615 0.61
C 0.2276 -2.9700 3.5519 -2.12
H -1.8057 0.4094 -0.7261 0.62
H -0.8619 -0.4015 0.5476 -0.78
H -2.4228 -1.0622 0.0396 0.43
H -1.9789 -0.4674 -2.9094 0.47
H -0.9056 -1.7170 -4.7405 0.40
H 0.8113 -3.4262 -4.2104 0.43
H 1.4545 -3.8323 -1.8992 0.61
H 3.0870 -2.5073 -0.6357 0.66
H 5.0102 -3.9692 -0.9689 0.51
H 5.0059 -6.2305 0.0718 0.42
H 3.0259 -7.0113 1.2692 0.42
H 0.9136 -6.9274 1.8376 0.53
H -0.1814 -5.8415 0.9872 0.24
H 0.4302 -5.4247 2.5888 0.14
H -1.7973 -3.7729 -0.4993 0.62
H -3.9320 -4.3675 0.5686 0.49
H -4.1968 -4.1248 3.0210 0.45
H -2.2898 -3.4416 4.4096 0.49
H 1.1731 -3.4004 3.2115 0.24
H 0.0796 -3.1468 4.6154 0.79
Cl 4.1072 6.7362 0.4691 -0.22
C 3.3781 5.5080 -0.4873 0.15
C 2.1899 4.9185 -0.0785 -1.21
C 1.6371 3.9195 -0.8515 0.14
C 2.2378 3.4703 -2.0236 -0.59
C 1.5797 2.3327 -2.7718 0.65
C 2.5450 1.1302 -2.9647 -1.46
N 2.9602 0.6206 -1.6851 0.35
C 4.1646 0.7011 -1.0505 -0.96
C 4.0039 0.1120 0.1681 -1.34
N 2.7096 -0.3369 0.2924 1.45
C 2.1265 0.0036 -0.8521 -0.06
O 1.0919 2.7670 -4.0214 -0.32
C -0.2096 2.3426 -4.3508 -0.26
C -1.3260 2.9559 -3.5362 -0.01
C -1.3428 4.2139 -2.9994 0.94
Cl -0.1101 5.3968 -3.0519 -0.15
S -2.8473 4.5788 -2.2131 -0.25
C -3.4605 3.0224 -2.6097 -0.62
C -2.5576 2.2852 -3.3026 -0.79
C 3.4045 4.1128 -2.4372 0.89
Cl 4.1839 3.7125 -3.9257 -0.22
C 3.9776 5.1218 -1.6779 -0.80
H 1.7119 5.2232 0.8383 0.51
H 0.7130 3.4674 -0.5214 1.02
H 0.7360 1.9937 -2.1537 -0.15
H 3.4110 1.4377 -3.5493 0.53
H 2.0158 0.3387 -3.5069 0.18
H 5.0249 1.1619 -1.4850 0.59
H 4.7306 -0.0435 0.9460 0.56
H 1.0935 -0.1651 -1.0845 -0.09
H -0.2982 1.2446 -4.2881 0.01
H -0.3320 2.6379 -5.3994 0.34
H -4.4549 2.7481 -2.3185 0.49
H -2.7711 1.3042 -3.6871 0.59
H 4.8888 5.5967 -2.0105 0.48
C -5.1143 4.7204 0.9824 -1.34
C -4.3866 3.4848 1.3862 0.75
C -4.9840 2.4884 2.1533 -0.98
C -4.2542 1.4001 2.5971 -0.68
C -2.9054 1.2968 2.2687 0.18
C -2.3144 2.2525 1.4639 0.41
C -3.0525 3.3333 1.0263 -0.77
S -2.0649 0.0642 3.3198 0.23
C -1.6347 1.3433 4.5411 -1.05
O -0.6324 -0.3885 2.8282 1.52
H -6.1543 4.6903 1.2901 0.40
H -5.0607 4.8594 -0.0957 0.24
H -4.6388 5.5883 1.4386 0.32
H -6.0219 2.5822 2.4329 0.39
H -4.7183 0.6546 3.2257 0.48
H -1.2743 2.2137 1.1949 -0.27
H -2.5727 4.0945 0.4317 0.86
H -0.8914 2.0054 4.0952 0.23
H -1.2601 0.8799 5.4523 0.33
H -2.5344 1.9066 4.7588 0.48

=====

Entry 4:
46
Properties=species:S:1:pos:R:3:nbo_charge:R:1 method="wB97M-V/def2-TZVPD" spin_multiplicity=2 homo_energy_ev="-7.72 / -7.84" largest_force_ev_per_a=0.49 relative_energy_kcal_mol=0.0
Co -0.8292 0.0664 0.0912 1.10
N -0.9975 -1.8778 0.6230 -0.84
C -2.1454 -1.9970 1.5620 -0.23
C -3.2371 -1.0372 1.0955 -0.24
N -2.5855 0.2725 0.9265 -0.65
C -3.3355 1.3437 0.2553 -0.24
C -2.3261 2.4480 -0.0446 -0.23
N -1.1822 1.8375 -0.7695 -0.83
H -1.2324 -2.3201 -0.2679 0.42
H -0.1720 -2.3396 0.9896 0.39
H -1.7975 -1.6878 2.5476 0.22
H -2.5102 -3.0235 1.6203 0.20
H -4.0465 -0.9841 1.8280 0.20
H -3.6467 -1.3548 0.1352 0.23
H -2.3079 0.5840 1.8734 0.45
H -4.1471 1.7153 0.8867 0.20
H -3.7586 0.9517 -0.6713 0.23
H -1.9396 2.8475 0.8944 0.21
H -2.7788 3.2638 -0.6102 0.20
H -0.3940 2.4718 -0.8348 0.40
H -1.4694 1.5802 -1.7158 0.42
N 5.9026 -0.8354 -1.6563 -0.75
C 4.8811 -0.6234 -2.5013 0.08
S 5.1155 -0.5210 -4.1265 -0.10
C 3.5369 -0.4715 -1.8706 -0.06
C 3.3592 -0.2673 -0.5042 -0.24
C 2.0882 -0.0971 0.0081 0.05
N 0.9888 -0.1259 -0.7543 -0.49
C 1.1516 -0.3406 -2.0692 0.04
C 2.3881 -0.5067 -2.6558 -0.20
H 6.8262 -0.9337 -2.0430 0.42
H 5.7734 -1.0091 -0.6762 0.39
H 4.1782 -0.1970 0.1978 0.22
H 1.9273 0.1064 1.0581 0.26
H 0.2391 -0.3890 -2.6507 0.25
H 2.4649 -0.6674 -3.7211 0.26
Se -2.3738 -0.9167 -2.3096 -0.53
C -2.3528 -1.5243 -4.0323 0.05
N -2.3433 -1.9087 -5.1215 -0.43
Cl 2.2565 0.3694 3.8857 -0.08
C 0.8106 1.4108 4.0316 -0.46
C -0.2550 1.0478 2.9918 0.78
O -1.4266 0.9704 3.3967 -0.72
O 0.1409 0.9432 1.7988 -0.82
H 1.1436 2.4344 3.8744 0.23
H 0.4178 1.2920 5.0347 0.23

=====

Entry 5:
57
Properties=species:S:1:pos:R:3:nbo_charge:R:1 method="wB97M-V/def2-TZVPD" homo_energy_ev=-2.63 charge=-1 largest_force_ev_per_a=0.97
Pt 0.3599 -0.0855 0.1420 0.38
N -2.7466 1.1424 0.7331 -0.95
P -1.6232 0.9841 -0.5706 1.20
C -2.7454 0.5316 -1.9579 -0.38
C -4.1298 0.5164 -1.8446 -0.20
C -4.9207 0.2885 -2.9650 -0.20
C -4.3362 0.0694 -4.2043 -0.22
C -2.9527 0.0691 -4.3219 -0.24
C -2.1653 0.2988 -3.2034 -0.15
C -1.3976 2.7436 -1.0240 -0.37
C -2.4275 3.6707 -0.9162 -0.17
C -2.2188 4.9986 -1.2654 -0.23
C -0.9823 5.4025 -1.7458 -0.22
C 0.0429 4.4748 -1.8773 -0.22
C -0.1618 3.1521 -1.5165 -0.16
C -2.8790 0.0389 1.5515 0.41
C -3.1414 0.1733 2.9202 -0.27
C -3.2453 -0.9708 3.6740 -0.15
C -3.1250 -2.2158 3.0595 -0.31
C -2.8897 -2.2382 1.6984 0.06
N -2.7641 -1.1427 0.9518 -0.49
H -2.5398 2.0043 1.2286 0.44
H -4.5805 0.6749 -0.8732 0.23
H -5.9999 0.2832 -2.8677 0.20
H -4.9566 -0.1074 -5.0746 0.20
H -2.4871 -0.1101 -5.2833 0.21
H -1.0829 0.3023 -3.2951 0.21
H -3.3996 3.3616 -0.5476 0.20
H -3.0221 5.7176 -1.1590 0.20
H -0.8135 6.4413 -2.0033 0.20
H 1.0170 4.7884 -2.2312 0.21
H 0.6489 2.4369 -1.5589 0.24
H -3.2076 1.1568 3.3644 0.22
H -3.3995 -0.8997 4.7439 0.21
H -3.2068 -3.1364 3.6208 0.21
H -2.7828 -3.1809 1.1703 0.18
F 4.9048 -0.5550 3.0914 -0.34
C 4.1160 -1.0087 2.0846 0.42
C 2.9177 -0.3925 1.8372 -0.34
C 2.1032 -0.8570 0.7994 -0.12
C 2.5380 -1.9871 0.0548 -0.26
C 3.7788 -2.5451 0.3498 0.43
F 4.2464 -3.6128 -0.3609 -0.35
C 4.5964 -2.0831 1.3503 -0.41
C 1.5884 -2.5312 -0.9317 0.23
C 1.7477 -3.7055 -1.6744 -0.25
C 0.7083 -4.1759 -2.4539 -0.17
C -0.4905 -3.4821 -2.4743 -0.29
C -0.5712 -2.3070 -1.7562 0.06
N 0.4452 -1.8221 -1.0341 -0.46
H 2.6005 0.4602 2.4263 0.27
H 5.5587 -2.5327 1.5460 0.23
H 2.6784 -4.2422 -1.6256 0.24
H 0.8288 -5.0872 -3.0268 0.21
H -1.3480 -3.8344 -3.0307 0.22
H -1.4787 -1.7192 -1.7456 0.23
Se 0.3771 1.7955 1.6491 -1.03